Density functional theory data (the ωB97M-V functional and the def2-TZVPD basis) for 4 unconnected molecules or ions with the total composition C3H14O3S2 at a distorted geometry.

CARTESIAN COORDINATES (ANGSTROEM)
C 0.267 1.089 0.626
C -0.829 0.613 1.567
S -1.477 -1.116 1.306
S -1.828 -1.030 -0.788
C -0.659 -2.312 -1.390
H 0.181 0.740 -0.383
H 0.274 2.181 0.640
H 1.263 0.815 0.921
H -1.672 1.265 1.349
H -0.638 0.653 2.649
H -0.350 -3.101 -0.700
H 0.276 -1.746 -1.479
H -1.038 -2.733 -2.331
O 1.870 -1.685 1.063
H 0.949 -1.990 1.099
H 2.292 -2.342 1.647
O 4.240 2.390 -2.427
H 3.897 3.212 -2.801
H 4.499 2.668 -1.541
O -3.681 1.186 0.238
H -3.242 0.370 0.554
H -4.592 0.874 0.180

Calculated values
Kohn-Sham gap (eV): 9.169
Spin multiplicity: 1
Highest occupied orbital energy (eV): -8.69
Relative energy (zero: lowest compared OMol25 entry of this formula, charge and spin) (kJ/mol): 77.2
E_tot (eV): -31150.667

Okay, here come the Löwdin numbers, in e, for every atom: number 1, C, carries -0.17; number 2, C, carries -0.54; number 3, S, carries 0.53; number 4, S, carries 0.51; number 5, C, carries -0.45; number 6, H, carries 0.03; number 7, H, carries 0.08; number 8, H, carries 0.05; number 9, H, carries 0.03; number 10, H, carries 0.08; number 11, H, carries 0.03; number 12, H, carries 0.02; number 13, H, carries 0.03; number 14, O, carries -0.08; number 15, H, carries -0.04; number 16, H, carries 0.05; number 17, O, carries -0.06; number 18, H, carries 0.03; number 19, H, carries 0.03; number 20, O, carries -0.11; number 21, H, carries -0.09; number 22, H, carries 0.05